[1]
Formula: C2H4INS
Source: the Open Molecules 2025 dataset
Level of theory: the ωB97M-V functional and the def2-TZVPD basis

**Energy above the lowest of the compared OMol25 structures with the same formula, charge and spin**: 43.7 kcal per mole
**E_HOMO**: -7.9 eV
**Orbital gap**: 7.6 eV

```
9
Properties=species:S:1:pos:R:3:forces:R:3:lowdin_charge:R:1
C 0.39921 0.86318 0.22192 0.785 -0.533 -0.233 -0.23
C -0.28121 -0.39273 -0.00521 -0.495 0.009 0.120 -0.06
N 1.04435 1.81499 0.28598 -0.191 0.142 0.048 0.10
S -2.13891 2.33622 -1.51122 0.404 0.339 0.115 -0.41
I -0.52994 4.09441 -1.24526 -0.283 -0.593 -0.061 0.57
H -0.64827 -0.31209 -1.01785 0.380 -0.499 -0.613 0.06
H -1.20271 -0.32028 0.51566 -0.939 -0.033 0.876 0.07
H 0.19452 -1.34154 0.29574 0.288 0.786 -0.391 0.11
H 0.56677 2.95541 -0.43574 0.050 0.381 0.141 -0.21
```
Forces are in eV/Å.



[2]
Formula: C4H9N
Source: the Open Molecules 2025 dataset
Level of theory: the ωB97M-V functional and the def2-TZVPD basis

**Energy above the lowest of the compared OMol25 structures with the same formula, charge and spin**: 51.5 kcal per mole
**Structure (SMILES)**: C#C.CCN
**E_HOMO**: -9.3 eV
**Orbital gap**: 10.4 eV

```
14
Properties=species:S:1:pos:R:3:forces:R:3:lowdin_charge:R:1
C 0.08941 -0.82067 0.68436 -0.335 0.316 -0.286 -0.38
C -0.30117 0.64714 0.88796 0.181 -0.226 -0.208 -0.11
N -0.02376 -1.63742 1.87955 -0.171 -0.308 0.309 -0.03
H 0.58208 -1.28135 2.61278 0.049 -0.018 -0.156 0.06
H -0.96065 -1.59332 2.26764 -0.010 -0.023 -0.144 0.06
H 1.13410 -0.88445 0.36448 -0.103 0.029 -0.152 0.10
H 0.43037 -0.51332 -2.00443 -0.020 1.038 -0.952 0.02
H -1.32956 0.72944 1.23776 -0.068 -0.015 0.025 0.07
H -0.21120 1.19400 -0.04805 -0.032 0.146 -0.049 0.04
H 0.35181 1.11858 1.62133 0.026 0.032 0.082 0.07
C 0.36394 0.40319 -2.61319 -0.045 -0.805 0.824 -0.01
C 0.24421 1.46454 -3.15663 0.162 -0.590 0.334 0.00
H 0.17366 2.41685 -3.59905 -0.066 0.358 -0.298 0.01
H -0.54323 -1.24319 -0.13452 0.435 0.066 0.673 0.10
```
Forces are in eV/Å.



[3]
Formula: C4H8N2O
Source: the Open Molecules 2025 dataset
Level of theory: the ωB97M-V functional and the def2-TZVPD basis

**Energy above the lowest of the compared OMol25 structures with the same formula, charge and spin**: 39.7 kcal per mole
**E_HOMO**: -9.8 eV
**Orbital gap**: 10.7 eV

```
15
Properties=species:S:1:pos:R:3:forces:R:3:lowdin_charge:R:1
C 0.27089 1.49321 0.36307 0.375 -0.074 0.234 -0.06
N 1.37412 -1.15746 0.89720 0.154 -0.977 -0.519 0.08
C 0.58505 -1.09632 -0.32000 1.074 1.085 2.002 -0.31
C 0.05816 0.33768 -0.59675 -0.137 -0.306 -0.973 -0.23
H 1.67691 -2.11159 1.09579 0.037 0.224 -0.267 0.08
H 0.83366 -0.89785 1.72260 -0.052 0.236 -0.486 0.08
H 1.04526 -1.58727 -1.18459 0.035 -0.051 0.475 0.15
H 0.25529 0.65461 -1.62933 -0.017 -0.026 0.224 0.15
H -0.32225 2.36050 0.05427 0.026 -0.217 -0.015 0.08
H -0.02436 1.23998 1.38670 0.042 0.031 -0.156 0.08
H 1.32238 1.79726 0.37421 -0.151 -0.056 0.031 0.08
N -2.48696 -0.04304 -0.64613 1.176 -0.601 0.250 0.15
C -1.26409 -0.36794 -0.47888 -2.319 1.864 -0.538 -0.46
O -0.77319 -1.55959 -0.10421 -0.357 -0.793 -0.399 0.05
H -2.55087 0.93781 -0.93396 0.116 -0.335 0.138 0.05
```
Forces are in eV/Å.



[4]
Formula: C20H27BF2N4OPtS
Source: the Open Molecules 2025 dataset
Level of theory: the ωB97M-V functional and the def2-TZVPD basis

**Energy above the lowest of the compared OMol25 structures with the same formula, charge and spin**: 0.0 kcal per mole
**E_HOMO (spin up / spin down)**: -5.7 / -7.9 eV
**Multiplicity**: 3
**Orbital gap (spin up / spin down)**: 5.8 / 6.3 eV

```
57
Properties=species:S:1:pos:R:3:forces:R:3:lowdin_charge:R:1
Pt 1.39258 -2.20761 0.10961 0.628 -0.451 0.458 0.91
C -0.66788 -0.86020 3.72809 -0.037 0.019 -0.029 -0.03
C 0.16685 -1.05780 2.50085 -0.032 -0.026 -0.036 -0.30
N 0.09170 -2.11902 1.69675 -0.183 0.029 0.108 -0.16
N -0.74112 -3.18515 1.87246 0.006 0.069 -0.107 -0.01
C -0.72078 -4.16167 0.96479 -0.007 -0.060 0.099 -0.79
N -1.60885 -5.18897 1.14578 0.039 0.005 -0.029 0.08
S 0.38530 -4.20043 -0.33264 -0.150 0.108 -0.085 0.68
C 1.14839 -0.11768 2.09629 0.088 0.023 0.003 -0.23
C 1.29611 1.15116 2.70469 -0.002 -0.074 0.038 -0.03
C 2.27927 2.00455 2.29150 0.048 0.018 -0.034 -0.08
C 3.15900 1.60384 1.27128 -0.015 0.051 0.042 -0.08
C 2.96729 0.37459 0.68911 0.013 -0.102 -0.005 -0.14
N 1.99283 -0.47164 1.05155 -0.246 0.195 -0.211 -0.06
H -1.39837 -1.65693 3.86733 -0.013 0.011 0.010 0.06
H -1.23010 0.07508 3.68270 -0.007 0.002 -0.013 0.08
H -0.04884 -0.83161 4.62737 0.001 0.008 0.003 0.09
H -1.39882 -3.20372 2.63837 0.026 0.001 0.003 0.15
H -2.51194 -4.96724 1.53437 0.003 0.004 0.010 0.10
H -1.64395 -5.84410 0.38163 0.003 0.000 0.002 0.09
H 0.61211 1.44318 3.48946 0.005 -0.010 0.012 0.10
H 2.37704 2.98096 2.74775 0.012 0.004 0.016 0.10
H 3.96564 2.23813 0.93464 0.015 -0.006 0.000 0.10
H 3.61872 0.01574 -0.09533 -0.028 0.026 -0.041 0.10
F 4.11212 -2.06309 -1.09220 0.030 0.107 -0.063 0.09
B 2.81996 -2.40953 -1.29688 -0.034 -0.079 -0.072 -0.89
F 2.64350 -2.96503 -2.51154 0.034 -0.011 -0.006 0.10
C 1.34415 3.00772 -3.27910 0.010 0.027 0.005 -0.06
C 1.54585 1.94464 -2.18603 -0.056 -0.032 -0.086 -0.36
C 1.87632 0.61550 -2.85444 0.079 -0.028 0.115 -0.06
C 0.34800 1.96981 -1.25541 -0.061 -0.098 0.063 -0.08
C 0.09645 3.13794 -0.56478 -0.001 -0.013 0.031 -0.05
C -1.07841 3.33625 0.15238 -0.069 -0.027 -0.025 -0.04
C -2.08755 2.35650 0.16152 0.082 0.093 0.070 -0.03
C -1.88928 1.14317 -0.43109 0.063 0.060 -0.137 -0.11
C -2.99973 0.12002 -0.47907 0.140 -0.119 0.010 -0.36
C -2.68276 -1.13364 0.34280 -0.039 0.033 -0.007 -0.06
C -3.34331 -0.26841 -1.92060 -0.039 0.059 -0.005 -0.05
C -0.59126 0.85771 -1.06839 -0.199 -0.008 0.130 -0.28
O -0.32919 -0.31317 -1.39411 -0.039 0.269 -0.322 0.03
H 2.24657 3.08833 -3.88683 -0.009 -0.019 -0.026 0.08
H 1.12004 3.99296 -2.87060 0.017 -0.007 0.003 0.07
H 0.51843 2.71794 -3.93245 -0.003 0.008 -0.007 0.09
H 2.41175 2.25128 -1.58838 -0.019 -0.004 0.058 0.13
H 1.09115 0.30934 -3.54548 -0.018 0.001 -0.006 0.09
H 1.98324 -0.18152 -2.12644 0.030 -0.062 0.017 0.03
H 2.80880 0.71566 -3.41383 -0.022 0.019 -0.013 0.09
H 0.82672 3.93814 -0.60901 -0.013 0.014 -0.003 0.12
H -1.24302 4.27887 0.65833 0.008 -0.003 0.022 0.11
H -3.03785 2.57206 0.63709 0.013 0.002 0.035 0.11
H -3.87572 0.60587 -0.03773 -0.003 -0.013 0.005 0.13
H -1.86130 -1.68073 -0.11713 0.005 0.000 0.013 0.06
H -3.56510 -1.77777 0.38487 -0.011 -0.008 -0.003 0.08
H -2.39346 -0.87297 1.36358 -0.026 0.018 -0.015 0.07
H -2.48915 -0.74452 -2.39877 -0.006 -0.029 0.002 0.08
H -3.62751 0.60582 -2.50876 0.001 0.007 0.002 0.08
H -4.18062 -0.96861 -1.92996 -0.010 0.001 0.002 0.08
```
Forces are in eV/Å.



[5]
Formula: C5H12N2S
Source: the Open Molecules 2025 dataset
Level of theory: the ωB97M-V functional and the def2-TZVPD basis

**Energy above the lowest of the compared OMol25 structures with the same formula, charge and spin**: 35.5 kcal per mole
**Structure (SMILES)**: C=CN=C.NCCS
**E_HOMO**: -9.2 eV
**Orbital gap**: 9.9 eV

```
20
Properties=species:S:1:pos:R:3:forces:R:3:lowdin_charge:R:1
C -1.34950 -2.08058 2.62964 0.645 0.164 -0.066 -0.26
C -1.75663 -2.15427 1.37003 -0.870 -0.014 -0.281 -0.01
C -0.66948 0.08411 2.92779 -0.220 0.211 0.249 -0.05
N -1.30933 -0.89716 3.39514 0.072 -0.213 -0.262 -0.02
H -0.93345 -2.93077 3.15629 -0.313 -0.169 0.051 0.10
H -2.18695 -1.30263 0.85235 0.137 0.165 0.204 0.05
H -1.90872 -3.08724 0.84267 0.428 -0.134 0.178 0.05
H -0.66494 1.00498 3.50282 0.073 0.094 -0.063 0.07
H -0.13810 0.05909 1.97389 0.055 -0.086 -0.031 0.07
C 1.59217 1.32391 -2.29427 -0.379 -0.099 0.373 -0.38
C 0.27342 0.74618 -1.77454 0.429 -0.036 -0.574 -0.58
S -0.67970 0.06037 -3.17388 0.499 0.302 -0.109 0.70
N 2.25382 2.01651 -1.18391 0.200 -0.066 0.079 -0.02
H 2.19231 0.51035 -2.70993 0.007 0.004 -0.118 0.10
H 1.36551 2.04146 -3.08271 0.142 0.030 -0.104 0.10
H 0.51340 -0.06808 -1.09229 -0.202 0.083 0.218 0.06
H -0.28644 1.54549 -1.29609 -0.081 -0.096 0.159 0.07
H -1.66190 -0.39989 -2.42680 -0.506 -0.255 0.254 -0.18
H 2.09383 1.51687 -0.31597 -0.072 -0.030 -0.022 0.05
H 3.26068 2.01129 -1.30021 -0.045 0.147 -0.134 0.06
```
Forces are in eV/Å.



Number 1: energy -829.1533 Ha. Number 2: energy -212.4691 Ha. Number 3: energy -341.9404 Ha. Number 4: energy -1814.7631 Ha. Number 5: energy -705.3362 Ha.